This record from the OMol25 dataset describes a 7-piece molecular cluster, C38H112Cl2N18O6P6 overall. The level of theory is ωB97M-V/def2-TZVPD.

Computed properties:
SMILES string: CN(C)P(=O)(N(C)C)N(C)C.CN(C)P(=O)(N(C)C)N(C)C.CN(C)P(=O)(N(C)C)N(C)C.CN(C)P(=O)(N(C)C)N(C)C.CN(C)P(=O)(N(C)C)N(C)C.CN(C)P(=O)(N(C)C)N(C)C.ClCCCl
Energy relative to the best compared isomer or geometry (same formula, charge and spin), kcal per mole: 99.5
Gap between HOMO and LUMO, eV: 8.01
Largest force on an atom, eV Å⁻¹: 3.266
Molecular weight, g/mol: 1174.2

ORCA input file:
```
! wB97M-V def2-TZVPD RIJCOSX def2/J DEFGRID3
* xyz 0 1
C 4.2811 -6.5544 24.8966
N 4.8718 -7.4436 25.9596
C 5.5692 -6.7870 27.0602
P 4.6059 -9.1331 26.0543
O 5.1535 -9.8397 27.2340
N 2.9391 -9.3072 25.8796
C 1.9000 -9.1278 26.9146
C 2.3681 -9.6179 24.5568
N 5.2848 -9.6844 24.6241
C 5.1046 -11.1046 24.2096
C 6.4615 -9.0290 24.1063
H 3.4212 -7.0247 24.4195
H 4.9620 -6.2086 24.1188
H 3.9187 -5.6271 25.3402
H 6.3111 -7.4628 27.4857
H 4.9374 -6.5000 27.9009
H 6.1240 -5.9165 26.7103
H 1.3309 -10.0468 27.0553
H 2.3530 -8.7426 27.8281
H 1.1700 -8.3961 26.5683
H 3.0184 -9.2894 23.7460
H 2.1665 -10.6793 24.4122
H 1.3386 -9.2611 24.5256
H 6.0713 -11.5897 24.3453
H 4.2943 -11.5894 24.7541
H 4.9267 -11.0807 23.1345
H 6.3076 -7.9806 23.8509
H 6.7882 -9.5005 23.1795
H 7.2299 -9.1625 24.8679
C -1.2223 -3.8457 19.4490
N -0.0765 -3.0323 19.5729
C -0.0321 -1.7938 18.8381
P 1.3585 -3.4833 20.3510
O 2.3802 -2.4315 20.5057
N 0.8233 -3.9907 21.8652
C 1.4990 -5.1329 22.6341
C 0.1207 -3.0840 22.7783
N 1.9160 -4.8991 19.5660
C 3.0402 -4.7756 18.6790
C 1.1961 -6.2034 19.5573
H -2.1413 -3.2729 19.5736
H -1.2870 -4.7393 20.0698
H -1.2701 -4.2639 18.4435
H 0.2276 -1.8632 17.7818
H 0.6828 -1.1064 19.2904
H -0.9847 -1.2666 18.8896
H 2.0738 -4.6690 23.4356
H 0.7727 -5.8526 23.0119
H 2.3837 -5.4766 22.0982
H 0.7785 -2.5202 23.4397
H -0.3744 -2.3563 22.1353
H -0.7475 -3.5058 23.2847
H 3.4127 -3.7592 18.8070
H 3.8109 -5.3883 19.1465
H 2.7346 -4.8321 17.6342
H 1.0742 -6.5820 20.5721
H 1.8271 -6.9530 19.0797
H 0.2783 -6.1306 18.9738
C -5.0738 -2.6690 25.9513
N -5.2700 -1.8302 24.7671
C -6.6423 -1.2439 24.5353
P -3.8754 -1.3810 23.8052
O -2.7118 -2.3246 23.7366
N -4.4651 -0.9381 22.2232
C -5.4009 -1.8238 21.4843
C -3.7312 0.0691 21.4243
N -3.5320 0.1280 24.5855
C -2.6924 0.0099 25.8167
C -4.5463 1.1951 24.6544
H -5.8725 -3.4107 25.9465
H -5.0216 -2.1274 26.8958
H -4.1556 -3.2446 25.8340
H -7.0598 -0.7459 25.4104
H -7.2873 -2.1141 24.4131
H -6.5651 -0.5029 23.7397
H -6.1084 -2.3475 22.1272
H -5.9868 -1.1442 20.8654
H -4.9094 -2.5464 20.8329
H -2.7445 -0.3502 21.2275
H -4.2683 0.3721 20.5256
H -3.5220 0.8772 22.1252
H -2.3230 1.0154 26.0185
H -3.2163 -0.2612 26.7333
H -1.8828 -0.6940 25.6241
H -5.0435 1.3428 23.6957
H -4.0570 2.1476 24.8580
H -5.2768 0.9997 25.4394
C -4.8579 -6.0168 24.1002
N -3.9786 -6.7279 23.1679
C -3.3699 -5.8747 22.0660
P -2.9613 -7.9702 23.7131
O -1.9134 -7.5119 24.6986
N -3.9973 -9.1091 24.4544
C -5.1948 -9.5121 23.8938
C -3.3971 -10.0396 25.4210
N -2.3422 -8.8385 22.2876
C -1.0688 -9.5903 22.4794
C -3.2520 -9.7048 21.5042
H -5.4536 -5.3081 23.5250
H -4.2215 -5.4352 24.7672
H -5.4404 -6.6532 24.7664
H -3.4470 -4.8234 22.3434
H -3.8215 -6.0464 21.0889
H -2.2828 -5.9254 22.1270
H -5.0268 -10.3576 23.2268
H -5.8156 -9.8989 24.7019
H -5.7260 -8.7459 23.3290
H -3.4720 -9.6364 26.4309
H -3.8922 -11.0091 25.4771
H -2.3613 -10.2592 25.1624
H -0.6021 -9.8062 21.5183
H -0.3239 -9.0659 23.0780
H -1.3169 -10.5516 22.9294
H -2.7171 -9.8533 20.5661
H -4.2110 -9.2090 21.3542
H -3.4063 -10.6633 21.9997
C 4.6870 -7.9071 34.2191
N 3.5537 -7.4949 33.2927
C 2.3784 -7.2560 34.1863
P 3.8896 -6.4511 31.9490
O 4.1817 -5.0308 32.2925
N 5.2103 -7.2629 31.3078
C 6.4045 -6.5000 30.8420
C 5.1046 -8.6151 30.8490
N 2.5783 -6.7694 30.8681
C 2.1471 -5.7910 29.8569
C 1.7205 -7.8966 30.9050
H 4.2503 -8.5864 34.9511
H 5.0021 -7.0502 34.8145
H 5.4933 -8.4251 33.6997
H 2.1169 -8.2045 34.6555
H 1.4787 -7.0561 33.6044
H 2.7223 -6.4567 34.8428
H 7.3208 -6.6638 31.4092
H 6.6330 -6.7115 29.7974
H 6.1925 -5.4310 30.8597
H 6.1041 -9.0492 30.8231
H 4.4803 -9.2022 31.5224
H 4.6415 -8.6927 29.8653
H 2.6954 -4.8598 30.0000
H 2.0392 -6.1998 28.8523
H 1.1137 -5.4735 29.9962
H 1.5155 -8.2750 29.9036
H 0.7848 -7.6345 31.3988
H 2.0868 -8.7591 31.4618
C -1.3608 -7.3951 33.5961
N -1.8245 -7.5631 32.1971
C -2.9421 -6.6770 31.7538
P -1.6796 -9.1828 31.5292
O -0.7626 -10.1706 32.1653
N -3.2066 -9.9139 31.7754
C -3.5526 -10.5777 33.0703
C -4.3231 -10.0638 30.8273
N -1.3990 -9.0803 29.8216
C -1.1739 -7.7752 29.0624
C -1.4483 -10.2845 28.9363
H -2.2032 -7.6922 34.2208
H -1.1174 -6.3523 33.7996
H -0.4885 -8.0022 33.8381
H -3.8545 -6.8811 32.3141
H -3.1392 -6.8386 30.6940
H -2.6981 -5.6246 31.8983
H -3.6647 -9.8022 33.8281
H -4.4625 -11.1766 33.0304
H -2.7507 -11.2770 33.3067
H -4.7808 -11.0387 30.9949
H -5.0469 -9.2584 30.9519
H -4.0168 -10.0131 29.7825
H -0.6568 -6.9869 29.6095
H -0.5294 -8.0790 28.2375
H -2.0518 -7.3955 28.5397
H -2.1564 -10.2320 28.1093
H -1.7252 -11.1531 29.5338
H -0.4469 -10.5984 28.6420
Cl -1.0886 -4.4231 28.5144
C -1.9376 -4.5804 26.9152
C -0.8873 -4.9958 25.9260
Cl 0.5865 -3.8813 25.9574
H -2.3477 -3.5859 26.7394
H -2.7590 -5.2900 27.0138
H -1.3302 -4.9746 24.9303
H -0.5488 -6.0140 26.1179
*
```

This record from the OMol25 dataset describes one molecule with the formula C6H12N2. The level of theory is ωB97M-V/def2-TZVPD.

Computed properties:
SMILES string: CCc1c(C)[nH]n1C
Energy relative to the best compared isomer or geometry (same formula, charge and spin), kcal per mole: 101.8
Gap between HOMO and LUMO, eV: 9.10
Largest force on an atom, eV Å⁻¹: 4.541
Molecular weight, g/mol: 112.2

ORCA input file:
```
! wB97M-V def2-TZVPD RIJCOSX def2/J DEFGRID3
* xyz 0 1
C -2.4221 -0.5273 -0.0681
C -1.1451 -1.1871 0.4387
C -0.0223 -0.2700 0.2606
C 0.3402 1.0277 0.0610
C -0.2731 2.3863 -0.0031
N 1.7408 0.8158 -0.0264
N 1.5773 -0.5909 0.4966
C 2.2599 -1.4293 -0.4062
H -3.2862 -0.4638 0.5475
H -2.8105 -1.2671 -0.8792
H -2.1373 0.4889 -0.5457
H -0.9881 -2.2256 -0.0121
H -1.1778 -1.5555 1.5820
H -1.4441 2.2944 -0.3605
H -0.2374 3.0830 0.8316
H 0.2598 2.8909 -0.8818
H 2.2433 1.4920 0.6562
H 3.1163 -0.8828 -0.8021
H 2.7595 -2.2549 0.2827
H 1.6469 -1.8246 -1.1719
*
```

This record from the OMol25 dataset describes one molecule with the formula C3H4N2O2S. The level of theory is ωB97M-V/def2-TZVPD.

Computed properties:
SMILES string: O=C[C@@H]1ONC=NS1
Energy relative to the best compared isomer or geometry (same formula, charge and spin), kcal per mole: 83.8
Gap between HOMO and LUMO, eV: 9.29
Largest force on an atom, eV Å⁻¹: 0.853
Molecular weight, g/mol: 132.1

ORCA input file:
```
! wB97M-V def2-TZVPD RIJCOSX def2/J DEFGRID3
* xyz 0 1
O 3.1783 0.4393 0.1841
C 2.2108 -0.0724 -0.3040
C 0.8215 0.0517 0.3175
O 0.0002 -0.9015 -0.3229
N -1.2734 -0.8603 0.2741
C -1.9718 0.3175 -0.0099
N -1.4588 1.4722 -0.1441
S 0.2105 1.7395 -0.0417
H 2.2216 -0.6390 -1.2643
H 0.8820 -0.1098 1.4043
H -1.7605 -1.6809 -0.0778
H -3.0605 0.2436 -0.0152
*
```

This record from the OMol25 dataset describes C3H7NS as an isolated structure. The level of theory is ωB97M-V/def2-TZVPD.

Computed properties:
Energy relative to the best compared isomer or geometry (same formula, charge and spin), kcal per mole: 148.8
Gap between HOMO and LUMO, eV: 8.75
Largest force on an atom, eV Å⁻¹: 6.789
Molecular weight, g/mol: 89.2

ORCA input file:
```
! wB97M-V def2-TZVPD RIJCOSX def2/J DEFGRID3
* xyz 0 1
C -1.3034 -0.7547 -0.0922
C 0.0288 -0.1289 0.0497
C -0.0835 1.4240 0.0792
H -1.4106 -1.8871 -0.6922
H -1.9118 -1.2842 0.8254
H -2.0603 0.0692 -0.6919
H -0.2099 1.6720 1.2890
H 1.3220 1.3450 -0.4582
H -1.0774 1.6923 -0.9221
H 3.1190 -1.2044 0.6595
N 0.9840 -0.8765 0.0785
S 2.6031 -0.0667 -0.1248
*
```

This record from the OMol25 dataset describes C43H71AsN2O4PRhSSb2SeSi as an isolated structure. The level of theory is ωB97M-V/def2-TZVPD.

Computed properties:
Energy relative to the best compared isomer or geometry (same formula, charge and spin), kcal per mole: 22.1
Gap between HOMO and LUMO (alpha / beta), eV: 7.02 / 6.86
Largest force on an atom, eV Å⁻¹: 3.224
Molecular weight, g/mol: 1271.5

ORCA input file:
```
! wB97M-V def2-TZVPD RIJCOSX def2/J DEFGRID3
* xyz 2 5
Rh 0.2033 0.1867 1.2466
C 1.8047 0.0643 -3.7488
C 2.6165 -1.1643 -3.3430
C 2.6071 -1.4474 -1.8505
Sb 0.4245 -1.9960 -1.1977
C 0.6572 -3.8571 -2.2501
C -0.2232 -4.2254 -3.2665
C -0.0376 -5.4136 -3.9609
C 1.0226 -6.2509 -3.6345
C 1.8922 -5.8992 -2.6117
C 1.7127 -4.7064 -1.9225
C -1.7514 -2.5318 -0.6997
C -2.8114 -2.4556 -1.5902
C -4.0726 -2.8916 -1.1969
C -4.2666 -3.4010 0.0810
C -3.2031 -3.4714 0.9705
C -1.9422 -3.0284 0.5798
Sb -0.2556 -0.4803 -3.4345
C -0.6772 -1.3861 -5.3080
C -1.9672 -1.8636 -5.5548
C -2.2536 -2.5143 -6.7462
C -1.2544 -2.6957 -7.6959
C 0.0280 -2.2199 -7.4550
C 0.3210 -1.5722 -6.2608
C -2.0521 0.6405 -3.1506
C -2.8077 1.0385 -4.2468
C -4.0412 1.6480 -4.0478
C -4.5261 1.8350 -2.7592
C -3.7789 1.4101 -1.6666
C -2.5419 0.8140 -1.8601
H 1.9549 0.3299 -4.7915
H 2.0516 0.9222 -3.1349
H 3.6520 -1.0015 -3.6637
H 2.2653 -2.0518 -3.8775
H 2.9199 -0.6008 -1.2366
H 3.1794 -2.3352 -1.5932
H -1.0645 -3.5974 -3.5237
H -0.7219 -5.6805 -4.7577
H 1.1641 -7.1804 -4.1726
H 2.7151 -6.5537 -2.3514
H 2.4000 -4.4461 -1.1239
H -2.6826 -2.0643 -2.5907
H -4.9017 -2.8348 -1.8927
H -5.2489 -3.7455 0.3823
H -3.3571 -3.8782 1.9642
H -1.1037 -3.0853 1.2628
H -2.7568 -1.7245 -4.8241
H -3.2556 -2.8839 -6.9316
H -1.4743 -3.2124 -8.6219
H 0.8078 -2.3574 -8.1941
H 1.3312 -1.2235 -6.0922
H -2.4493 0.8692 -5.2552
H -4.6253 1.9667 -4.9031
H -5.4926 2.3012 -2.6072
H -4.1604 1.5323 -0.6577
H -1.9781 0.4768 -1.0048
C -1.2129 3.9039 1.0924
C -0.6269 4.8606 0.0827
C -1.6202 5.1255 -1.0423
C -0.1835 6.1479 0.7529
O 0.6329 4.2886 -0.4568
P 0.9564 3.0284 -1.3321
O 2.5067 3.1016 -1.4559
O 0.4606 1.6745 -0.8680
O 0.4504 3.2257 -2.7970
C 0.8370 4.2620 -3.8075
C 1.8396 3.5980 -4.7365
C -0.4440 4.5879 -4.5506
C 1.4335 5.5167 -3.1836
H -2.0406 4.3814 1.6207
H -0.4553 3.6175 1.8193
H -1.5855 3.0076 0.6030
H -2.5962 5.3515 -0.6107
H -1.7295 4.2424 -1.6789
H -1.3182 5.9750 -1.6562
H -1.0515 6.6652 1.1670
H 0.3082 6.8058 0.0333
H 0.5173 5.9318 1.5643
H 1.3882 2.7262 -5.2162
H 2.7355 3.2901 -4.1919
H 2.1294 4.3040 -5.5158
H -0.8492 3.6884 -5.0195
H -0.2304 5.3188 -5.3324
H -1.1981 5.0021 -3.8778
H 2.3114 5.2890 -2.5800
H 0.7045 6.0384 -2.5661
H 1.7386 6.1875 -3.9872
N 4.3450 3.3946 1.4658
C 4.6009 1.9786 1.8064
C 3.3501 1.3206 2.3752
N 2.1484 1.4797 1.5310
H 5.1971 3.8255 1.1228
H 4.0787 3.9168 2.2953
H 3.1397 3.3509 -0.6686
H 5.4101 1.8762 2.5301
H 4.9060 1.4648 0.8923
H 3.1358 1.7406 3.3589
H 3.5354 0.2559 2.5065
H 2.3896 1.2842 0.5663
H 1.8281 2.4393 1.5469
C -0.4260 0.5209 6.1612
Si -1.1311 1.6563 4.8576
C 0.0989 3.0307 4.5468
C -2.7992 2.2829 5.3813
Se -1.4942 0.4780 2.8697
H -0.4665 1.0461 7.1229
H 0.6218 0.2870 5.9544
H -0.9874 -0.4105 6.2711
H 0.5363 3.3449 5.5013
H -0.3752 3.9040 4.0911
H 0.9112 2.6876 3.8976
H -2.6838 2.9130 6.2710
H -3.4673 1.4550 5.6365
H -3.2811 2.8789 4.6006
C 0.6177 -4.8427 3.1824
As 0.4903 -2.9997 3.7174
C -1.3536 -2.7481 4.2128
C 1.5190 -2.8817 5.3374
S 1.4449 -1.8112 2.2266
H 0.4160 -5.4790 4.0446
H 1.6258 -5.0280 2.8201
H -0.0965 -5.0552 2.3906
H -1.6848 -3.6987 4.6331
H -1.9554 -2.4837 3.3521
H -1.4323 -1.9610 4.9546
H 1.0001 -3.3806 6.1545
H 1.6803 -1.8369 5.5787
H 2.4804 -3.3568 5.1607
*
```

This record from the OMol25 dataset describes C14H11CeN2O4S3 as an isolated structure. The level of theory is ωB97M-V/def2-TZVPD.

Computed properties:
Gap between HOMO and LUMO (alpha / beta), eV: 5.55 / 5.55
Largest force on an atom, eV Å⁻¹: 3.053
Molecular weight, g/mol: 507.6

ORCA input file:
```
! wB97M-V def2-TZVPD RIJCOSX def2/J DEFGRID3
* xyz -2 2
Ce -0.3667 -0.2913 -1.1121
O -0.3718 2.1251 -1.3678
C -0.9455 2.1273 -0.1659
O -1.8484 1.2640 0.0935
C -0.4136 3.0434 0.8814
C -1.0563 4.2458 1.2815
C -0.4437 5.0993 2.1721
C 0.7610 4.7034 2.7953
C 1.3515 3.5182 2.4932
C 0.8092 2.6876 1.5001
S 1.6855 1.2640 0.9859
H -2.0583 4.5510 0.9302
H -0.8619 6.0790 2.4422
H 1.2074 5.3263 3.5588
H 2.2518 3.1212 2.9672
N 1.0150 0.6033 -3.3061
N 0.1128 0.3328 -4.3854
C -1.2061 -0.1311 -4.1334
O -2.0559 0.0045 -5.0023
O -1.4103 -0.7052 -2.9568
H 0.9384 1.5912 -3.1309
H 1.9605 0.3464 -3.5868
H 0.0354 1.0677 -5.0977
S -1.3574 -1.5926 1.3046
C -0.5057 -3.0784 1.1223
C -0.9570 -4.1543 1.9124
C -0.3636 -5.4302 1.8858
C 0.6406 -5.6704 0.9653
C 1.0271 -4.6861 0.0777
C 0.5766 -3.3526 0.1772
S 1.5538 -2.2079 -0.7332
H -1.8328 -4.0635 2.6000
H -0.7828 -6.1652 2.5730
H 1.1577 -6.6178 0.9295
H 1.7537 -4.9548 -0.6710
*
```

This record from the OMol25 dataset describes a 2-piece molecular cluster, C2H4N2S3 overall. The level of theory is ωB97M-V/def2-TZVPD.

Computed properties:
SMILES string: N#[N+][S-].C=C(S)S
Energy relative to the best compared isomer or geometry (same formula, charge and spin), kcal per mole: 35.8
Gap between HOMO and LUMO, eV: 9.18
Largest force on an atom, eV Å⁻¹: 4.631
Molecular weight, g/mol: 152.3

ORCA input file:
```
! wB97M-V def2-TZVPD RIJCOSX def2/J DEFGRID3
* xyz 0 1
N -2.5430 -0.9674 0.0328
N -2.8834 0.1052 -0.0138
S -3.3384 1.5402 -0.0799
C 1.5721 0.7177 -0.0166
C 0.8456 -0.3926 0.0158
S 0.3541 -1.3178 -1.4070
S 0.2411 -1.1386 1.4994
H 1.8555 1.2414 0.8791
H 1.9146 1.1373 -0.9464
H 1.0751 -0.6076 -2.2742
H 0.9067 -0.3179 2.3108
*
```

This record from the OMol25 dataset describes one molecule with the formula C9H12NO3P. The level of theory is ωB97M-V/def2-TZVPD.

Computed properties:
SMILES string: C=P[C@H]1C[C@@]12COC(=O)N2C(=O)CC
Energy relative to the best compared isomer or geometry (same formula, charge and spin), kcal per mole: 54.6
Gap between HOMO and LUMO, eV: 9.36
Largest force on an atom, eV Å⁻¹: 4.303
Molecular weight, g/mol: 213.2

ORCA input file:
```
! wB97M-V def2-TZVPD RIJCOSX def2/J DEFGRID3
* xyz 0 1
C 4.3085 1.3716 0.2302
P 3.3930 0.1767 0.9395
C 1.7419 0.5339 0.0204
C 1.3755 0.3876 -1.4271
C 0.8187 -0.5479 -0.3513
C 1.3336 -2.0367 -0.2340
O 0.1146 -2.8783 -0.0745
C -0.9436 -2.1306 0.1926
O -1.9159 -2.5421 0.6674
N -0.5602 -0.7728 -0.1247
C -1.4365 0.3206 -0.1152
O -1.0522 1.4118 -0.4315
C -2.8656 0.0377 0.4555
C -3.6779 1.2811 0.7621
H 5.3468 1.6314 0.5031
H 3.8554 1.9224 -0.5589
H 1.4054 1.4348 0.6035
H 0.8188 1.2322 -1.7977
H 2.0010 -0.0798 -2.1417
H 1.9588 -2.3865 -1.1126
H 1.8497 -2.0753 0.6485
H -3.4374 -0.4828 -0.4657
H -2.7523 -0.6331 1.2930
H -3.0304 1.9274 1.4407
H -4.7199 1.0739 1.3095
H -3.9295 1.8230 -0.2309
*
```

This record from the OMol25 dataset describes a 2-piece molecular cluster, C5H8NO overall. The level of theory is ωB97M-V/def2-TZVPD.

Computed properties:
Energy relative to the best compared isomer or geometry (same formula, charge and spin), kcal per mole: 127.3
Gap between HOMO and LUMO, eV: 8.99
Largest force on an atom, eV Å⁻¹: 1.938
Molecular weight, g/mol: 98.1

ORCA input file:
```
! wB97M-V def2-TZVPD RIJCOSX def2/J DEFGRID3
* xyz 1 1
C -0.7469 1.9972 -0.3670
C 1.9551 0.7512 0.9640
C -0.6595 0.7373 -0.5064
C -0.8992 -1.5383 0.4757
C -0.6538 -0.6201 -0.7210
N 2.1583 -0.0200 0.1275
O 2.0765 -0.7562 -0.7980
H -1.7207 2.4740 -0.3041
H 0.0723 2.6977 -0.3087
H 2.1313 1.3224 1.8285
H -0.5144 -2.5317 0.2681
H -1.9666 -1.6230 0.6649
H -0.4236 -1.1553 1.3741
H -1.2260 -0.9174 -1.6089
H 0.4173 -0.8178 -1.0886
*
```